Entry 1:
123
Properties=species:S:1:pos:R:3 method="wB97M-V/def2-TZVPD" e_homo_ev=-10.982 charge=+1 e_tot_ha=-3518.376633
C 6.85571 -2.88243 8.51639
O 1.85822 1.30720 4.28237
C 6.85425 -1.23049 3.05575
C -3.14751 2.20229 -8.94600
C 5.80494 5.50714 9.21530
C 4.25356 8.40912 3.93585
C -11.01325 -3.53777 -8.77403
H -3.35651 2.87076 -8.00438
C -8.38406 -3.21450 -6.08400
C 5.71538 -0.66118 2.48418
C 5.02281 5.79417 8.08892
H 1.47979 -1.92259 -5.17990
H -0.01255 0.88227 3.18333
C 3.15959 7.59992 3.63020
C 7.99827 -2.71406 6.38986
O 4.68669 -1.62091 7.28321
O 6.37869 7.60392 7.45601
C -10.63133 -2.51993 -9.64947
C -9.90395 -5.08786 -5.45969
C 2.77768 6.58207 4.50565
H 2.60170 7.76243 2.71067
H -7.95552 -1.29758 -7.94274
C 5.40686 6.90535 7.19567
H -5.11784 1.23679 -7.22453
C -7.98598 -4.61270 -4.06437
O -7.41224 -2.51593 -5.82367
H -9.24524 -0.91155 -10.02154
C 3.88697 5.03198 7.81999
H 1.70710 2.29991 4.39361
H -7.73798 -5.87793 -2.33584
H -2.13180 4.12651 -9.72456
C -8.34961 -5.65339 -3.20702
C 4.56210 -0.48929 3.24921
C 4.55051 -0.87285 4.59199
C 6.84000 -1.62930 4.39891
C 3.51585 3.99764 8.68932
C 2.77871 -1.32872 0.73775
H 3.67129 -0.05436 2.80113
C 4.97928 8.19019 5.10765
C 5.69414 -1.43943 5.16986
C 4.29373 3.71752 9.81372
H 5.72704 -0.35583 1.44013
H 1.91941 5.95765 4.26302
C 6.86921 -2.48122 7.17417
H 7.94882 -3.85008 10.10196
N 1.08438 -1.22852 -3.06180
H 4.00623 2.91149 10.48534
O -2.42817 0.97392 -8.57644
C 1.06803 -2.15680 2.27769
C 4.60824 7.15773 5.97888
C 0.67301 -1.01542 4.40003
H 3.64699 -0.73227 5.18318
C -4.65339 0.45681 -6.44923
H -1.20948 -0.14420 -4.29166
H 1.33373 1.16093 -0.35840
H 0.51901 -3.16510 2.60288
H -9.78469 -7.20835 -2.79434
C 0.86478 0.12138 -2.39840
H 2.29873 -3.13471 -2.13610
H 9.98430 -3.57298 6.32653
H -0.07135 -2.61114 -4.29929
H -4.21186 1.84846 -9.35643
H 2.60622 -0.36616 1.42215
O 2.08772 -2.53609 1.28796
C 0.54079 0.62444 4.18497
H -11.87151 -4.16220 -9.01666
H 5.98302 -2.69189 9.13861
H 2.62399 3.40552 8.49095
C 2.05137 -1.04750 -0.72937
C -10.27507 -6.12220 -4.59035
H -0.13444 -0.68533 -7.35489
H 5.83540 8.82226 5.33694
C -10.71329 -4.82263 -6.66550
O 1.68764 -1.63534 3.52602
C 5.44131 4.46645 10.07266
H -5.78746 -0.70839 -4.70617
H 0.40337 0.51594 -5.12075
H -0.12094 1.05234 5.08043
H 3.91567 -1.59997 0.65072
C 3.49969 6.36455 5.68541
H -1.64241 -1.63366 -6.55441
H 4.54568 9.20830 3.25814
O -11.71943 -5.48338 -6.89630
H -11.16694 -6.71433 -4.78872
C 0.59750 -1.65461 -4.44865
C -2.46422 3.07356 -10.15593
H -5.70241 1.25872 -4.54469
C 3.07763 5.29721 6.61418
C -5.81409 0.32460 -5.25507
H 7.74938 -1.36606 2.45098
H 6.05294 4.24192 10.94384
C 8.03776 -2.26324 4.98446
C -8.76811 -4.32567 -5.19076
H -7.09025 -4.03072 -3.85327
H -11.18922 -2.35742 -10.56900
H 0.23022 -1.43578 1.87021
O -3.43118 0.97105 -5.81229
C -9.53736 -1.71073 -9.34382
H 6.70067 6.08912 9.42640
O 9.05024 -2.41891 4.31153
H -4.51703 -0.54093 -7.04741
C 7.96262 -3.53513 9.06083
H -0.38600 -1.52347 4.32695
C -0.97128 -0.67353 -6.50700
N 1.41073 0.31858 -0.96956
C 5.67757 -1.82900 6.59395
H -6.85260 0.48035 -5.81966
H 1.05264 -1.15957 5.51694
O 2.07149 4.63646 6.38337
C 1.88639 -2.03352 -2.03201
H 0.32466 1.09575 -2.77164
O -1.12244 2.15626 -6.45975
C -9.49719 -6.40232 -3.46595
H 9.94009 -4.30991 8.69032
C 9.08238 -3.78991 8.26947
H -3.32796 3.32298 -10.93892
H -1.61202 2.49905 -10.71572
C -10.29123 -3.75529 -7.59426
C -8.81164 -1.92965 -8.17203
C -9.18269 -2.96212 -7.30079
P -2.05069 0.90558 -6.87837
C 9.10464 -3.37527 6.93686
C -0.32174 -0.42333 -5.02207

***

Entry 2:
130
Properties=species:S:1:pos:R:3 method="wB97M-V/def2-TZVPD" smiles="C[Si](C)(C)OCC[PH2](Cl)CCCCl.O=C1C=CC(=O)C=C1.O=C1C=CC(=O)C=C1.O=C1C=CC(=O)C=C1.O=C1C=CC(=O)C=C1.O=C1C=CC(=O)C=C1.O=C1C=CC(=O)C=C1.O=C1C=CC(=O)C=C1.O=C1C=CC(=O)C=C1" e_homo_ev=-9.033 charge=0 e_tot_ha=-4995.642381
C -3.06094 4.48376 3.12545
C 0.32465 -8.01316 0.44466
H -4.09076 1.71969 1.32710
H 4.06645 3.25758 -0.32963
H 5.63403 -4.04626 -1.26965
H -3.60583 7.36151 7.30523
O 8.46806 -0.81384 -7.61703
H 2.65237 -2.89635 -1.94187
H 1.39231 7.01952 7.03227
H -0.05106 1.19972 0.94087
C -4.91765 -4.45219 -0.88172
O -5.89487 -6.59409 -0.78443
C -5.86854 5.75435 -5.84328
O -2.49596 -6.28224 5.07569
C 0.52079 1.20952 -0.08009
C -1.72305 7.67464 8.37100
C -3.91592 -3.60314 1.18924
O -7.90323 7.85141 -2.97626
H 9.76183 1.31319 -6.88273
C -3.27681 1.88685 -3.77970
C -7.29593 7.22403 -3.83305
C -0.49047 6.70639 5.96649
H 3.63277 -1.41530 3.63904
H 6.58970 -1.53073 -5.97350
Cl 4.76465 -2.28815 -3.29657
H -7.56717 6.23771 -7.13161
C -1.70605 4.25461 1.09444
P 3.04444 -2.71641 1.46183
O -5.26124 5.12696 -6.70007
H -2.25062 -4.12565 3.65222
H -5.59729 6.74066 -2.54472
C -1.37187 -4.39369 4.22599
H 1.77150 -6.71472 -0.55645
C -5.30268 -5.70090 -0.19449
C -3.24845 3.26383 -5.89366
C 2.19896 -8.75563 -0.95139
H 6.07247 -0.28273 -3.88033
O -4.22566 1.12193 -5.79636
H 2.86670 -0.88921 -1.12087
H 2.85266 0.66135 -2.34088
H -4.03251 -4.92956 2.92297
H 2.55382 3.77419 0.82941
H 0.31730 0.18883 -0.66084
H 1.71336 -5.53845 6.38421
C -1.98347 4.92405 2.21748
C -0.25284 -3.66341 4.19777
C -2.60337 4.24115 -5.24942
C 8.97442 1.00419 -6.20616
C -3.54317 2.60726 1.62066
H -4.35708 5.46634 -4.28954
H 5.20205 -1.81744 2.67668
H 4.37244 0.25529 -1.19900
C -5.98515 6.60758 -3.54727
H 0.21407 2.06814 -0.81364
H -0.91863 4.56362 0.41787
H -3.51688 3.34154 -6.94015
O -3.32373 -2.70995 1.77918
Si 2.47323 1.27366 0.14159
H 4.84160 -1.85922 -0.07523
H -2.53672 6.51943 5.21853
C 0.63699 -10.42425 0.11711
C 0.83462 -5.27041 5.81044
H 1.94808 -1.74869 1.31344
C 8.21477 -0.20287 -6.58791
O 1.95871 -3.38186 4.96074
O -2.24899 8.08601 9.39602
H 0.36956 -11.46307 0.26925
C -1.47064 -5.61552 5.04891
C -2.63173 2.86417 -3.13546
C 1.50408 -7.75355 -0.40431
H 4.78408 0.05613 0.96325
H 3.40422 -4.36985 -2.84362
O 0.03548 6.29501 4.94148
O -2.21241 2.43658 -0.31643
C 7.61953 1.23334 -4.17515
C 3.70074 -3.38410 -2.23867
Cl 1.82324 -4.13988 0.51599
C 4.53968 -2.92888 0.36175
C 6.85988 0.02627 -4.55690
H -2.31471 5.16339 -5.73929
H 9.24460 2.56119 -4.78956
H 0.32321 7.86159 9.11897
C 4.08346 -1.46836 2.53489
H -5.18608 -4.37448 -1.92822
O 7.36624 1.84430 -3.14603
O -1.65452 5.00607 -3.23276
H 2.95711 -3.52709 2.68523
H -3.98391 -2.55263 -0.72736
C 2.92169 3.17046 -0.10317
H -4.60800 2.96769 3.42027
O 2.45183 -11.08115 -1.23462
C -4.27258 -3.47487 -0.23749
H 4.68312 0.71861 2.72095
H 4.21021 -5.07782 -0.63285
H 2.33258 3.55620 -1.06710
H -5.23468 -6.75141 1.72211
H 5.47031 -3.23624 1.04431
C 4.50332 -3.95844 -0.88683
H -8.80739 7.51203 -5.38678
C -7.84458 7.05457 -5.19300
C -3.63347 2.01512 -5.20643
C -2.24671 4.11288 -3.82269
O 2.78472 0.67842 1.75419
C -0.28441 -6.00069 5.83866
H -0.16490 -2.76424 3.59980
H -2.36330 2.78646 -2.08897
C 3.18443 0.22205 -1.30184
C -4.94602 -5.82917 1.23223
C -4.30094 -4.85185 1.87647
C -3.82059 3.27669 2.74370
O -0.31076 -7.09665 0.94742
C 4.10234 0.05812 1.91228
C 0.31774 7.10960 7.13441
C -0.25586 7.56122 8.25394
C -2.46570 3.04755 0.71269
C -7.17931 6.37079 -6.12906
C 8.69700 1.67362 -5.08312
C 7.13730 -0.64316 -5.67994
C 1.81642 -10.16463 -0.73186
C 0.93339 -4.04858 4.98752
H -0.37236 -6.89986 6.43663
H 3.06686 -8.58264 -1.57594
C -0.05789 -9.42216 0.66419
C -5.31989 5.92380 -4.48333
C -1.95766 6.81981 6.08356
H -3.56547 0.96461 -3.28983
C -2.53126 7.27143 7.20309
O -3.31422 5.09472 4.15457
H -1.43587 5.81162 2.51104
H -0.92579 -9.59516 1.28874

***

Entry 3:
118
Properties=species:S:1:pos:R:3 method="wB97M-V/def2-TZVPD" e_homo_ev="-4.649 / -4.654" charge=0 e_tot_ha=-2698.099644
C 0.10367 -2.56821 -5.97514
C -2.62884 2.09737 -4.61500
H -2.81878 -2.24141 -3.34462
H -0.16967 -3.81079 -0.54451
N -1.54958 3.13170 5.63255
H 2.74703 1.58602 -4.80275
H 0.90507 3.02446 -1.88603
H -4.23999 6.08817 5.27160
C 1.27651 3.01474 -2.91079
H -3.62191 -2.71704 -1.84186
H -4.60394 8.09562 11.42534
C -0.38568 1.61411 3.97997
H -0.94912 -0.90401 -5.09629
H 3.82654 -5.65919 -2.74879
C -0.07244 -4.48286 0.30267
C -0.33321 1.39850 2.56535
C 5.36664 -0.70672 -0.75218
H -3.96784 -0.86787 -0.00393
C 1.82587 -3.00569 -2.24621
C -2.90272 -2.02945 -2.28059
C -0.70799 -2.63380 1.90596
H -0.74269 -1.86352 1.11903
C -1.12259 2.13268 1.67010
N 1.23509 -1.56173 -0.24026
H -3.11263 4.12047 -0.92900
C -2.57621 3.57266 -0.17072
C 1.66727 1.52049 -4.91512
H -1.02420 -4.99014 0.44600
H -4.34767 1.09810 -3.84458
C 2.14683 -2.19138 0.61225
N -0.93496 1.90106 0.32230
C 1.18122 -1.93164 -1.51594
H 2.05704 -0.54816 4.84354
O -4.43056 7.47218 9.53289
H 1.42530 0.55838 -5.36055
H 0.68435 -5.22724 0.06188
H 0.80090 3.82267 -3.46123
C 1.73169 -3.19963 1.49800
H 5.61520 -1.69938 -1.12025
H 2.37516 -4.54176 3.02728
H -3.56104 4.50692 1.51581
H -4.29129 6.35221 11.28245
C 0.37374 -1.86830 -3.70203
C 2.67853 -3.75918 2.34619
C -1.63302 2.63505 -0.53964
H -5.09927 7.53950 7.09156
C -4.36094 6.78134 7.29233
H 1.35303 2.30237 -5.60043
H -1.78970 4.05016 8.11303
H -1.06566 2.88696 6.47809
C -2.97793 5.62770 8.87725
H 5.55963 0.01213 -1.54581
C -2.51055 4.81472 7.86264
C -0.51107 1.45319 -3.66806
C -3.35627 -0.58564 -2.05883
H 2.89524 -5.53001 -5.00758
H 1.23191 -4.24437 -6.66690
H 1.40885 0.89311 -2.89594
C -3.31279 -0.21475 -0.57661
C -2.81726 3.80159 1.18706
C -2.47512 4.13425 5.47396
C 3.48997 -1.76151 0.58869
H 3.95205 0.76135 1.30791
H -1.42851 2.47328 -1.58827
H 4.71001 -3.78991 3.00905
C -1.25345 2.22192 -4.55134
C 0.98383 1.65704 -3.55633
C -2.57004 0.39382 -2.90119
C 1.37097 0.01428 4.23289
C 3.10488 -4.88784 -2.98090
C -3.90671 6.62541 8.60598
H -0.44990 -2.16024 2.85227
C 1.00379 -3.59887 -5.82993
H -2.96986 7.52748 11.01024
C 0.31131 -1.23422 -2.40004
C 0.45567 0.89580 4.81088
N -2.83692 4.25151 4.21304
H -2.28787 -0.31455 -0.18553
C -4.04088 7.33958 10.87922
C -1.17292 0.53168 -2.83446
H -3.64237 0.81496 -0.44960
N -0.40871 -0.21587 -1.93005
C -0.23074 -1.69170 -4.92750
C -2.06527 3.11023 2.11542
C 1.38288 -0.13941 2.85936
H 4.04624 1.51996 -0.28262
H 2.34761 3.20252 -2.88694
C 3.89536 -0.64189 -0.34902
C 1.30116 -2.93477 -3.56273
H 2.10429 -0.80734 2.41451
C 1.64171 -3.81663 -4.58466
C -1.30499 2.60694 4.39718
C -3.27209 1.19301 -3.79200
C 0.31355 -3.72393 1.57505
C -2.95544 4.96713 6.55149
H -1.69899 -3.07344 1.99551
C 2.74014 -3.99470 -1.95829
C -2.12343 3.32551 3.52517
C 3.99489 -3.34180 2.33504
H -0.37344 -2.41748 -6.93425
H 2.48540 0.90287 0.29674
H 0.41231 1.00527 5.88290
H -4.40067 -0.51092 -2.38600
H 3.30578 -0.73054 -1.26888
H 6.02220 -0.46363 0.08048
H 5.42413 -2.02432 1.47428
C 2.58373 -4.82078 -4.25268
C -3.89402 5.97218 6.28568
H 3.17498 -4.09705 -0.97561
H -3.19818 2.70453 -5.30203
C 4.39439 -2.34368 1.46350
H -0.75783 2.93267 -5.19514
Pd 0.13741 0.16944 0.03265
C 3.57572 0.72073 0.28664
H 0.29285 -4.44690 2.40072
H -2.62348 5.46214 9.88045
H -1.93655 -2.21285 -1.81851
N 0.55148 0.48222 2.03320